Entry 1:
{"formula": "ClFeH8O4", "method": "the ωB97M-V functional and the def2-TZVPD basis", "elements": ["Fe", "Cl", "O", "H", "H", "O", "H", "H", "O", "H", "H", "O", "H", "H"], "coordinates": [[-3.061, 0.788, 0.200], [-0.807, 0.145, 0.244], [-0.632, -3.009, 0.007], [-0.821, -2.078, -0.159], [-0.704, -3.441, -0.853], [1.525, -0.573, 2.392], [1.736, -1.390, 1.923], [1.098, -0.014, 1.736], [0.596, -0.167, -2.628], [0.296, 0.196, -1.785], [0.060, -0.954, -2.769], [0.421, 3.583, 0.231], [0.239, 4.178, 0.968], [0.053, 2.736, 0.496]], "e_above_lowest_ev": 0.446, "spin_multiplicity": 5, "homo_lumo_gap_ev": [5.2, 4.9], "total_charge": 1, "total_energy_ha": -2029.25679}

=====

Entry 2:
{"formula": "ClH16O8", "method": "the ωB97M-V functional and the def2-TZVPD basis", "elements": ["Cl", "O", "H", "H", "O", "H", "H", "O", "H", "H", "O", "H", "H", "O", "H", "H", "O", "H", "H", "O", "H", "H", "O", "H", "H"], "coordinates": [[0.135, 0.123, -0.245], [1.269, 2.542, 1.857], [1.808, 2.221, 2.585], [1.006, 1.739, 1.378], [-2.044, -2.448, 0.145], [-2.702, -2.248, 0.818], [-1.470, -1.662, 0.130], [-2.919, 1.178, -1.090], [-2.012, 0.822, -1.112], [-3.192, 1.061, -0.177], [1.836, -1.904, 2.074], [2.536, -1.805, 2.727], [2.090, -1.322, 1.343], [-1.284, -0.384, 2.736], [-1.969, 0.262, 2.539], [-0.735, -0.403, 1.927], [1.595, -2.876, -0.881], [1.330, -3.128, -1.771], [1.037, -2.104, -0.677], [0.609, 3.357, -1.499], [0.711, 2.798, -0.716], [0.150, 2.792, -2.126], [1.090, 0.373, -3.477], [0.371, 0.847, -3.906], [0.754, 0.172, -2.584]], "e_above_lowest_ev": 0.514, "homo_lumo_gap_ev": 10.2, "total_charge": -1, "total_energy_ha": -1071.83773}

=====

Entry 3:
{"formula": "ClH22O15", "method": "the ωB97M-V functional and the def2-TZVPD basis", "elements": ["Cl", "O", "O", "O", "O", "O", "H", "H", "O", "H", "H", "O", "H", "H", "O", "H", "H", "O", "H", "H", "O", "H", "H", "O", "H", "H", "O", "H", "H", "O", "H", "H", "O", "H", "H", "O", "H", "H"], "coordinates": [[-26.159, 17.828, 1.589], [-24.883, 17.141, 1.866], [-25.974, 18.975, 0.648], [-27.185, 16.951, 0.918], [-26.799, 18.324, 2.865], [-26.686, 17.571, -2.066], [-27.207, 18.046, -1.379], [-27.017, 16.637, -1.935], [-23.702, 19.579, -0.688], [-23.204, 19.826, 0.085], [-24.436, 19.050, -0.325], [-22.129, 16.584, 0.560], [-22.144, 17.426, 0.973], [-22.231, 16.052, 1.356], [-23.160, 17.563, 3.727], [-23.656, 17.593, 2.888], [-23.807, 17.061, 4.335], [-24.422, 20.804, 2.214], [-25.277, 20.547, 1.887], [-24.473, 21.320, 3.014], [-24.594, 16.288, -0.709], [-25.293, 16.856, -0.542], [-23.837, 16.630, -0.261], [-22.971, 14.664, 2.276], [-22.648, 14.461, 3.160], [-23.821, 15.151, 2.301], [-25.757, 14.739, 3.229], [-26.317, 14.140, 3.738], [-26.318, 15.184, 2.621], [-28.545, 15.038, 2.032], [-29.243, 15.045, 2.619], [-28.186, 15.908, 1.791], [-27.793, 16.653, 5.259], [-27.735, 17.334, 4.564], [-27.634, 15.784, 4.879], [-25.147, 18.972, 5.830], [-25.611, 19.114, 5.036], [-25.082, 18.059, 5.931]], "e_above_lowest_ev": 1.329, "homo_lumo_gap_ev": 9.6, "total_charge": -1, "total_energy_ha": -1601.79939}

=====

Entry 4:
{"formula": "ClH2NO", "method": "the ωB97M-V functional and the def2-TZVPD basis", "elements": ["N", "O", "Cl", "H", "H"], "coordinates": [[-0.307, -1.218, -0.219], [-1.325, -0.764, -0.722], [-0.050, -3.144, -0.396], [0.452, -0.880, -0.875], [-0.267, -1.476, 0.870]], "e_above_lowest_ev": 3.193, "spin_multiplicity": 3, "homo_lumo_gap_ev": [8.3, 7.6], "total_charge": 0, "total_energy_ha": -591.14436}

=====

Entry 5:
{"formula": "ClH2NO2S2", "method": "the ωB97M-V functional and the def2-TZVPD basis", "elements": ["N", "O", "O", "S", "S", "Cl", "H", "H"], "coordinates": [[-1.685, -0.122, 0.797], [0.475, 0.901, -0.278], [1.209, -1.421, -0.733], [-1.244, 0.632, -0.454], [1.276, -0.431, 0.293], [3.160, 0.466, 0.193], [-2.210, 0.445, 1.443], [-0.982, -0.469, -1.261]], "e_above_lowest_ev": 0.679, "homo_lumo_gap_ev": 10.1, "total_charge": 0, "total_energy_ha": -1462.91510}

=====

Entry 6:
{"formula": "ClH2NOS2", "method": "the ωB97M-V functional and the def2-TZVPD basis", "elements": ["N", "O", "S", "S", "Cl", "H", "H"], "coordinates": [[0.214, -0.473, -0.277], [-0.547, -1.297, 1.974], [0.114, 1.618, -2.135], [-0.692, 1.039, -0.506], [0.730, -1.010, 1.233], [0.058, -1.186, -1.012], [0.123, 1.308, 0.725]], "e_above_lowest_ev": 5.090, "homo_lumo_gap_ev": 8.5, "total_charge": 0, "total_energy_ha": -1387.53286}

=====

Entry 7:
{"formula": "ClH2NP2", "method": "the ωB97M-V functional and the def2-TZVPD basis", "elements": ["N", "P", "P", "Cl", "H", "H"], "coordinates": [[-0.574, -1.225, -0.748], [-0.657, -0.660, 0.714], [1.270, 0.539, 0.481], [0.637, 2.185, 1.476], [-1.464, -1.606, -1.071], [0.788, 0.768, -0.853]], "e_above_lowest_ev": 0.521, "homo_lumo_gap_ev": 8.1, "total_charge": 0, "total_energy_ha": -1198.82900, "smiles": "N=P#[PH]Cl"}

=====

Entry 8:
{"formula": "ClH2O2PS2", "method": "the ωB97M-V functional and the def2-TZVPD basis", "elements": ["O", "P", "O", "S", "S", "Cl", "H", "H"], "coordinates": [[0.682, -0.070, -1.365], [-0.376, -0.038, -0.147], [-1.106, 1.328, -0.452], [-1.523, -1.592, 0.011], [0.885, 0.489, 1.550], [0.820, -1.277, 2.493], [1.135, -0.910, -1.467], [-0.517, 2.070, -0.624]], "e_above_lowest_ev": 0.065, "homo_lumo_gap_ev": 9.1, "total_charge": 0, "total_energy_ha": -1749.68156, "smiles": "OP(O)(=S)SCl"}

=====

Entry 9:
{"formula": "ClH2OPS2", "method": "the ωB97M-V functional and the def2-TZVPD basis", "elements": ["O", "P", "S", "S", "Cl", "H", "H"], "coordinates": [[0.344, 0.020, 1.223], [-0.377, 0.335, -0.217], [-0.015, 2.139, -0.921], [0.480, -1.349, -1.363], [-2.225, -0.171, 0.320], [0.766, 0.914, 1.264], [1.026, -1.888, -0.305]], "e_above_lowest_ev": 0.157, "spin_multiplicity": 3, "homo_lumo_gap_ev": [6.2, 5.6], "total_charge": 0, "total_energy_ha": -1674.27979}

=====

Entry 10:
{"formula": "ClH32O20", "method": "the ωB97M-V functional and the def2-TZVPD basis", "elements": ["Cl", "O", "O", "O", "O", "O", "H", "H", "O", "H", "H", "O", "H", "H", "O", "H", "H", "O", "H", "H", "O", "H", "H", "O", "H", "H", "O", "H", "H", "O", "H", "H", "O", "H", "H", "O", "H", "H", "O", "H", "H", "O", "H", "H", "O", "H", "H", "O", "H", "H", "O", "H", "H"], "coordinates": [[-4.456, -11.966, 5.356], [-5.550, -12.965, 5.180], [-3.388, -12.240, 4.352], [-4.922, -10.556, 5.240], [-3.845, -12.223, 6.692], [-2.181, -9.723, 5.822], [-2.274, -10.044, 6.711], [-1.987, -8.803, 6.002], [-1.172, -11.012, 2.775], [-1.890, -11.266, 3.375], [-1.573, -10.789, 1.878], [-8.035, -11.118, 5.393], [-7.727, -11.567, 4.614], [-8.979, -11.376, 5.497], [-4.057, -13.119, 1.880], [-3.684, -12.343, 1.573], [-3.956, -13.091, 2.835], [-1.042, -12.638, 5.737], [-1.519, -13.005, 6.514], [-1.498, -11.834, 5.725], [-6.221, -14.923, 2.943], [-5.732, -14.248, 3.375], [-6.314, -14.554, 2.032], [-7.140, -12.029, 7.751], [-7.875, -11.625, 8.248], [-7.056, -11.468, 6.956], [-3.509, -8.813, 3.620], [-2.840, -8.994, 4.283], [-4.369, -9.031, 4.041], [-7.023, -11.990, 2.720], [-6.074, -11.964, 2.642], [-7.343, -11.268, 2.212], [-8.489, -13.976, 4.299], [-8.444, -14.033, 5.222], [-7.614, -13.862, 3.950], [-6.924, -8.342, 4.702], [-7.255, -7.791, 5.420], [-6.895, -9.213, 5.072], [-1.976, -14.771, 3.983], [-1.291, -15.303, 4.431], [-1.804, -13.844, 4.147], [-1.956, -10.948, 8.224], [-1.969, -10.305, 8.893], [-2.913, -11.129, 8.373], [-4.103, -15.600, 5.802], [-4.578, -14.838, 6.076], [-3.352, -15.234, 5.327], [-4.658, -10.880, 9.144], [-4.898, -11.019, 10.037], [-5.367, -11.358, 8.719], [-4.881, -14.252, 8.105], [-5.096, -13.431, 7.680], [-5.629, -14.596, 8.531]], "e_above_lowest_ev": 0.741, "homo_lumo_gap_ev": 9.1, "total_charge": -1, "total_energy_ha": -1984.01839}

=====

Entry 11:
{"formula": "ClH34O21", "method": "the ωB97M-V functional and the def2-TZVPD basis", "elements": ["Cl", "O", "O", "O", "O", "O", "H", "H", "O", "H", "H", "O", "H", "H", "O", "H", "H", "O", "H", "H", "O", "H", "H", "O", "H", "H", "O", "H", "H", "O", "H", "H", "O", "H", "H", "O", "H", "H", "O", "H", "H", "O", "H", "H", "O", "H", "H", "O", "H", "H", "O", "H", "H", "O", "H", "H"], "coordinates": [[-0.155, 0.001, -0.042], [0.716, 0.689, 0.950], [-1.554, 0.454, 0.096], [0.385, 0.235, -1.422], [-0.081, -1.442, 0.200], [-0.327, -1.203, 3.012], [-1.273, -1.140, 2.968], [-0.113, -1.287, 2.089], [2.683, -1.577, -0.840], [2.430, -1.416, 0.039], [2.873, -0.728, -1.269], [0.772, -3.893, 0.926], [1.363, -4.264, 0.261], [0.545, -2.992, 0.660], [1.781, 2.446, 3.248], [2.581, 2.969, 3.207], [1.890, 1.476, 3.365], [1.710, 2.633, -1.083], [2.182, 3.040, -0.390], [2.218, 1.902, -1.451], [-1.065, 2.322, -2.701], [-1.770, 2.521, -2.072], [-0.550, 1.651, -2.258], [-1.119, -1.888, -3.331], [-1.603, -2.643, -3.716], [-0.546, -2.320, -2.681], [-1.184, 1.741, 2.938], [-0.438, 1.165, 2.722], [-0.784, 2.253, 3.661], [-2.573, -2.132, -0.037], [-1.734, -1.716, 0.167], [-3.289, -1.503, -0.007], [1.641, -0.405, -3.930], [1.022, -0.332, -3.224], [1.684, -1.353, -4.121], [-2.636, -0.017, -2.249], [-2.324, 0.082, -1.381], [-2.030, -0.683, -2.677], [-4.746, -0.080, 0.039], [-4.412, 0.756, 0.383], [-5.013, -0.479, 0.819], [0.703, -3.177, -1.952], [0.868, -3.666, -2.791], [1.520, -2.691, -1.655], [-3.528, 2.171, 1.283], [-2.742, 1.664, 1.474], [-3.265, 2.666, 0.517], [2.709, -1.179, 1.876], [2.788, -0.305, 1.532], [3.555, -1.599, 1.964], [3.419, 1.219, 1.342], [3.816, 1.141, 2.205], [2.494, 1.348, 1.539], [-0.002, 3.531, 0.717], [0.028, 2.673, 1.148], [0.477, 3.362, -0.071]], "e_above_lowest_ev": 1.307, "homo_lumo_gap_ev": 8.1, "total_charge": -1, "total_energy_ha": -2060.42472}

=====

Entry 12:
{"formula": "ClH3N2", "method": "the ωB97M-V functional and the def2-TZVPD basis", "elements": ["N", "N", "Cl", "H", "H", "H"], "coordinates": [[0.567, 0.460, 0.559], [3.429, -0.417, -1.121], [2.786, 0.071, 0.245], [0.397, 1.470, 0.176], [0.690, 0.132, -0.404], [2.866, -1.295, -1.437]], "e_above_lowest_ev": 3.410, "homo_lumo_gap_ev": [8.5, 9.4], "total_charge": 0, "total_energy_ha": -571.30042}